1.
The molecule C8H8O in a non-equilibrium geometry. Source: the Open Molecules 2025 dataset; level of theory: the ωB97M-V functional and the def2-TZVPD basis.

For the relative energy (zero: lowest compared OMol25 entry of this formula, charge and spin), the calculation gives 23.6 kcal per mole. The calculation puts the HOMO energy at -9.188 eV. Its SMILES is c1ccc2c(c1)COC2. The value obtained for the HOMO-LUMO gap is 10.14 eV.

Geometry as XYZ:
```
17
Properties=species:S:1:pos:R:3:mulliken_charge:R:1
C 1.55 1.07 -0.65 -0.554
C 1.05 0.52 1.68 -0.395
C 0.04 -0.20 0.69 0.416
C -1.15 -0.90 0.99 -0.713
C -1.92 -1.20 -0.09 -0.354
C -1.63 -0.97 -1.36 -0.384
C -0.58 -0.18 -1.65 -0.468
C 0.21 0.15 -0.56 0.685
H 2.47 0.62 -1.13 0.198
H 1.51 2.10 -1.13 0.227
H 1.72 -0.15 2.41 0.223
H 0.50 1.29 2.41 0.202
H -1.46 -1.23 1.92 0.471
H -2.79 -1.86 0.07 0.271
H -2.32 -1.31 -2.19 0.301
H -0.48 0.37 -2.68 0.247
O 1.92 1.29 0.75 -0.372
```

=====

2.
A 3-piece molecular cluster, C34H66N4O3S2Si overall in a non-equilibrium geometry. Source: the Open Molecules 2025 dataset; level of theory: the ωB97M-V functional and the def2-TZVPD basis.

Its spin multiplicity is 3. The calculation puts the HOMO energy (spin up / spin down) at -8.519 / -8.520 eV. The value obtained for the HOMO-LUMO gap (spin up / spin down) is 7.67 / 7.67 eV.

Geometry as XYZ:
```
110
Properties=species:S:1:pos:R:3:mulliken_spin:R:1
C 10.51 2.32 -0.53 0.000
C 8.93 2.46 -0.32 0.000
C 8.20 3.31 -1.51 0.000
C 7.45 2.23 -2.43 0.000
C 6.38 2.83 -3.46 0.000
Si 4.86 3.69 -2.60 0.000
O 4.53 3.05 -1.01 0.000
C 3.30 3.53 -3.75 0.000
C 1.98 3.09 -2.92 0.000
C 2.11 1.51 -2.50 0.000
S 0.65 0.51 -3.05 0.000
C -0.84 0.88 -2.06 0.000
S -2.32 0.14 -2.60 0.000
N -0.93 1.72 -0.85 0.000
C -0.57 3.10 -0.58 0.000
C -1.04 3.27 0.88 0.000
N -1.59 2.02 1.42 0.000
C -1.49 1.09 0.32 -0.005
C 5.36 5.57 -2.48 0.000
C 4.73 6.32 -1.21 0.000
C 5.47 7.77 -1.12 0.000
C 3.18 6.66 -1.55 0.000
H 10.68 1.66 -1.46 0.000
H 10.95 1.78 0.37 0.000
H 10.99 3.36 -0.68 0.000
H 8.44 1.42 -0.26 0.000
H 8.74 2.99 0.69 0.000
H 8.96 3.94 -2.11 0.000
H 7.51 4.05 -0.98 0.000
H 8.27 1.73 -3.07 0.000
H 6.97 1.37 -1.84 0.000
H 6.88 3.66 -4.10 0.000
H 5.92 2.03 -4.15 0.000
H 5.13 3.45 -0.33 0.000
H 3.17 4.55 -4.23 0.000
H 3.59 2.77 -4.57 0.000
H 1.08 3.20 -3.62 0.000
H 1.88 3.65 -1.93 0.000
H 3.01 1.12 -3.12 0.000
H 2.40 1.37 -1.41 0.000
H -0.12 3.83 -1.33 0.000
H -1.00 4.24 1.50 0.000
H -1.88 0.03 0.47 0.006
H 6.51 5.55 -2.32 0.000
H 5.15 6.07 -3.49 0.000
H 4.87 5.77 -0.22 0.000
H 6.54 7.66 -0.74 0.000
H 5.49 8.17 -2.20 0.000
H 4.81 8.46 -0.49 0.000
H 2.79 7.27 -0.67 0.000
H 3.19 7.28 -2.51 0.000
H 2.55 5.71 -1.67 0.000
C -4.80 -2.99 -1.53 0.012
C -4.17 -4.38 -1.20 0.049
C -2.91 -4.65 -2.05 0.023
C -3.14 -5.21 -3.45 -0.019
C -4.17 -6.34 -3.44 0.022
C -5.48 -5.91 -2.74 0.025
N -5.23 -5.42 -1.35 0.297
O -4.89 -6.49 -0.58 0.616
C -6.16 -4.82 -3.61 0.010
C -6.49 -7.08 -2.76 -0.006
C -3.66 -4.21 0.26 -0.026
H -5.88 -3.06 -1.71 -0.011
H -4.71 -2.29 -0.70 0.000
H -4.34 -2.53 -2.40 0.002
H -2.27 -5.38 -1.53 0.001
H -2.30 -3.74 -2.14 0.001
H -3.46 -4.41 -4.13 0.001
H -2.20 -5.59 -3.86 0.003
H -4.38 -6.65 -4.46 0.000
H -3.74 -7.21 -2.94 0.004
H -7.10 -4.49 -3.16 -0.006
H -6.39 -5.22 -4.60 0.000
H -5.54 -3.94 -3.78 0.001
H -6.12 -7.97 -2.26 0.000
H -6.72 -7.37 -3.79 0.000
H -7.43 -6.79 -2.29 0.000
H -4.49 -4.07 0.96 0.001
H -3.01 -3.33 0.34 0.002
H -3.07 -5.06 0.60 0.000
C -4.58 -2.62 5.96 0.010
C -3.53 -2.51 4.82 0.040
C -2.10 -2.83 5.32 0.018
C -1.34 -1.69 6.00 -0.019
C -1.47 -0.39 5.21 0.024
C -2.95 -0.04 4.93 0.029
N -3.66 -1.15 4.22 0.322
O -3.18 -1.20 2.95 0.594
C -3.63 0.29 6.28 0.008
C -3.02 1.29 4.15 -0.019
C -3.91 -3.66 3.85 -0.019
H -5.23 -1.75 6.02 -0.009
H -5.27 -3.45 5.81 -0.001
H -4.12 -2.76 6.94 0.001
H -1.49 -3.15 4.47 0.002
H -2.13 -3.69 6.00 0.001
H -1.70 -1.56 7.02 0.000
H -0.28 -1.96 6.08 0.002
H -0.99 0.41 5.77 -0.001
H -0.92 -0.48 4.27 0.003
H -4.68 0.56 6.14 -0.005
H -3.14 1.15 6.76 0.000
H -3.58 -0.52 7.01 0.001
H -2.50 1.26 3.19 0.012
H -2.57 2.11 4.72 0.000
H -4.06 1.57 3.95 -0.001
H -4.89 -3.49 3.39 -0.001
H -3.96 -4.61 4.39 0.000
H -3.18 -3.79 3.05 0.006
```

=====

3.
A 4-piece molecular cluster, C3H12O4 overall in a non-equilibrium geometry. Source: the Open Molecules 2025 dataset; level of theory: the ωB97M-V functional and the def2-TZVPD basis.

For the relative energy (zero: lowest compared OMol25 entry of this formula, charge and spin), the calculation gives 40.4 kcal per mole. The calculation puts the HOMO energy at -8.541 eV. Its SMILES is C=C(C)O.O.O.O. The value obtained for the HOMO-LUMO gap is 9.02 eV.

Geometry as XYZ:
```
19
Properties=species:S:1:pos:R:3:mulliken_charge:R:1
C 2.02 -0.07 -0.27 -0.950
C 0.85 -0.77 -0.28 0.785
O 0.60 -1.51 -1.40 -0.493
C -0.04 -1.17 0.89 -0.973
H 2.41 0.37 0.65 0.250
H 2.45 0.07 -1.26 0.200
H 1.02 -1.25 -2.23 0.289
H 0.65 -1.51 1.64 0.319
H -0.71 -0.35 1.01 0.285
H -0.61 -1.97 0.36 0.287
H 0.07 2.18 4.44 0.316
H 1.54 2.20 4.47 0.317
O 0.79 2.07 5.07 -0.634
H -5.12 0.45 0.74 0.318
H -6.33 -0.28 1.36 0.321
O -5.55 -0.40 0.82 -0.639
H 2.48 0.70 -5.95 0.311
H 1.50 0.99 -4.80 0.328
O 1.98 0.25 -5.25 -0.638
```

=====

4.
A 2-piece molecular cluster, C4H15N2O overall in a non-equilibrium geometry. Source: the Open Molecules 2025 dataset; level of theory: the ωB97M-V functional and the def2-TZVPD basis.

Its total charge is +1. For the relative energy (zero: lowest compared OMol25 entry of this formula, charge and spin), the calculation gives 24.2 kcal per mole. The calculation puts the HOMO energy at -13.186 eV. The value obtained for the HOMO-LUMO gap is 10.11 eV.

Geometry as XYZ:
```
22
Properties=species:S:1:pos:R:3:mulliken_charge:R:1
C 0.10 -0.94 1.49 -0.883
N 1.13 -0.37 2.31 -0.538
C 0.12 -0.33 0.06 0.398
N -0.86 -1.12 -0.75 -0.141
C -1.46 -0.36 -1.90 -0.800
C 1.50 -0.16 -0.58 -1.351
H 0.23 -2.02 1.34 0.509
H -0.91 -0.78 1.87 0.359
H 1.30 -0.96 3.10 0.243
H 0.88 0.54 2.68 0.218
H -0.31 0.67 0.15 -0.012
H -0.44 -1.96 -1.13 0.398
H -1.63 -1.46 -0.15 0.410
H -2.00 0.51 -1.51 0.337
H -0.61 -0.04 -2.49 0.322
H -2.22 -0.90 -2.46 0.365
H 2.01 0.65 -0.07 0.327
H 2.06 -1.09 -0.57 0.402
H 1.32 0.24 -1.58 0.436
H -0.83 3.31 0.24 0.298
H 0.59 3.68 -0.09 0.287
O 0.03 2.89 0.03 -0.584
```

=====

5.
The molecule C4H9NO in a non-equilibrium geometry. Source: the Open Molecules 2025 dataset; level of theory: the ωB97M-V functional and the def2-TZVPD basis.

For the relative energy (zero: lowest compared OMol25 entry of this formula, charge and spin), the calculation gives 57.7 kcal per mole. The calculation puts the HOMO energy at -9.678 eV. Its SMILES is CCN(C)C=O. The value obtained for the HOMO-LUMO gap is 10.51 eV.

Geometry as XYZ:
```
15
Properties=species:S:1:pos:R:3:mulliken_charge:R:1
C 1.12 -0.18 -0.01 -0.105
N -0.16 -0.52 -0.38 0.066
C -0.98 0.55 0.07 -0.341
C -1.16 0.52 1.59 -1.216
C -0.18 -1.13 -1.70 -0.939
O 1.73 0.84 0.50 -0.549
H 1.73 -1.09 -0.09 0.365
H -2.00 0.32 -0.38 0.425
H -0.59 1.52 -0.29 0.273
H -2.22 0.88 1.76 0.307
H -1.30 -0.50 1.78 0.392
H -0.45 1.12 2.20 0.308
H 0.38 -0.52 -2.28 0.427
H 0.14 -2.17 -1.73 0.297
H -1.29 -1.21 -2.02 0.290
```

=====

6.
The molecule C5H8O. Source: the Open Molecules 2025 dataset; level of theory: the ωB97M-V functional and the def2-TZVPD basis.

For the relative energy (zero: lowest compared OMol25 entry of this formula, charge and spin), the calculation gives 120.4 kcal per mole. The calculation puts the HOMO energy at -8.280 eV. The value obtained for the HOMO-LUMO gap is 8.99 eV.

Geometry as XYZ:
```
14
Properties=species:S:1:pos:R:3:mulliken_charge:R:1
O 1.42 0.89 1.42 -0.516
C 1.02 0.10 0.34 -0.132
C 0.66 0.79 -0.94 -0.775
C -0.45 0.33 -0.02 -0.051
C -1.46 -0.76 -0.44 -0.483
C -0.77 -1.72 0.43 -0.480
H 2.38 0.97 1.39 0.324
H 0.83 1.86 -0.99 0.273
H 0.80 0.24 -1.87 0.255
H -0.88 1.09 0.62 0.385
H -2.47 -0.41 -0.18 0.272
H -1.40 -0.98 -1.51 0.278
H -1.14 -1.51 1.46 0.167
H 1.46 -0.89 0.29 0.483
```

=====

What is the formula in the third record?
C3H12O4